No. 1
Density functional theory data (ωB97M-V with the def2-TZVPD basis set) for a structure of composition C26H58Br2FO12PSi2.

Cartesian coordinates (Å):
C  -0.672688  3.585823  5.209778
C  -0.747021  2.647416  3.993161
C  -2.065211  1.856128  3.851432
F  -2.686788  1.705239  5.109460
Si  -3.359739  2.439121  2.568599
C  -2.582424  3.547589  1.231611
O  -3.585673  4.407927  0.676410
O  -4.400673  3.503918  -0.122089
O  -4.121526  1.102123  1.957341
Si  -3.586865  -0.031206  0.897328
Br  -4.982931  -0.131170  -0.837062
C  -1.936114  0.266746  0.083783
C  -0.693519  0.393637  0.984435
C  0.630533  0.177308  0.210725
C  1.338293  1.477994  -0.120154
O  1.626854  2.215904  1.090426
C  2.912739  2.176077  1.542688
C  3.003623  1.826249  2.995637
O  3.856499  2.371149  0.824929
P  -3.869565  -2.062635  1.853851
C  -2.420397  -2.225380  2.989602
O  -3.436535  -3.042798  0.582535
C  -4.687061  3.466032  3.430580
Br  -5.922846  2.263188  4.347273
C  -4.203245  4.529835  4.414676
C  -3.419047  5.664236  3.748452
H  0.324425  3.542615  5.656800
H  -0.851419  4.629456  4.941872
H  -1.382023  3.302635  5.985419
H  0.075086  1.926820  4.068796
H  -0.545236  3.216886  3.080875
H  -1.792677  0.837660  3.544064
H  -1.823453  4.225568  1.632786
H  -2.122392  3.002090  0.401931
H  -5.261257  3.943344  -0.073089
H  -1.827828  -0.607251  -0.579202
H  -1.985334  1.112280  -0.614132
H  -0.740726  -0.314824  1.814610
H  -0.656142  1.414291  1.378744
H  0.430806  -0.318753  -0.744704
H  1.301709  -0.479946  0.773557
H  0.696430  2.115496  -0.738913
H  2.261756  1.302576  -0.672453
H  3.837683  2.357044  3.454288
H  3.167727  0.747892  3.062815
H  2.076770  2.076809  3.510806
H  -1.591245  -2.756139  2.511664
H  -2.734111  -2.812333  3.857355
H  -2.050970  -1.267824  3.360209
H  -2.521009  -2.926346  0.300168
H  -5.306980  3.958434  2.675040
H  -3.620586  4.082917  5.224213
H  -5.087940  4.970831  4.889184
H  -3.927752  6.034065  2.852698
H  -2.397016  5.378847  3.486911
H  -3.341501  6.503584  4.446721
C  4.820683  -2.159344  -4.593624
O  5.387003  -1.709016  -3.384523
C  4.895574  -0.477822  -2.890479
C  4.615769  -0.514590  -1.405696
O  3.525463  -1.330758  -1.000287
C  3.629095  -2.738535  -1.103933
C  4.547061  -3.392270  -0.094815
O  5.900940  -3.034898  -0.274783
C  6.568637  -2.579259  0.879792
H  5.365239  -1.771913  -5.461079
H  4.880329  -3.247937  -4.605945
H  3.770097  -1.868601  -4.679811
H  3.990544  -0.174984  -3.430258
H  5.657106  0.296617  -3.050008
H  4.305740  0.495225  -1.124056
H  5.523526  -0.739082  -0.843090
H  3.873707  -3.057842  -2.119022
H  2.622979  -3.106136  -0.879745
H  4.446831  -4.478547  -0.218310
H  4.210596  -3.139700  0.917096
H  5.910406  -1.976115  1.513556
H  7.401460  -1.956597  0.554621
H  6.964278  -3.411967  1.471129
C  0.084346  -0.795256  -6.194095
O  0.133760  -1.884364  -5.300076
C  0.726232  -1.624673  -4.044622
C  -0.082483  -2.180564  -2.896824
O  -1.325818  -1.546591  -2.675854
C  -2.376481  -1.743104  -3.611028
C  -3.006696  -3.115262  -3.589675
O  -2.117416  -4.136105  -4.002929
C  -2.034320  -5.247281  -3.140547
H  0.990520  -0.735857  -6.805988
H  -0.769680  -0.945277  -6.854387
H  -0.048750  0.153893  -5.665283
H  0.874726  -0.548169  -3.897269
H  1.711088  -2.107726  -4.006107
H  0.499880  -1.973172  -1.994216
H  -0.182988  -3.265309  -2.980644
H  -2.077636  -1.453595  -4.620452
H  -3.157127  -1.048191  -3.296634
H  -3.861604  -3.089491  -4.276823
H  -3.393643  -3.319955  -2.585114
H  -2.102772  -4.947805  -2.089324
H  -1.067168  -5.722458  -3.305867
H  -2.822501  -5.978787  -3.347415

Cartesian forces (eV/Å) of the 3 atoms listed first:
0.1 0.1 0.0
0.2 -0.1 0.2
0.2 -0.1 -0.2

## Properties
**2S+1**: 1
**E_LUMO**: 0.00959 Ha
**HOMO**: -8.5 eV
**Kohn-Sham gap**: 8.79 eV


No. 2
Density functional theory data (ωB97M-V with the def2-TZVPD basis set) for a cluster of 6 separate species, C6H24N12O6 in total in a non-equilibrium geometry.

Cartesian coordinates (Å):
C  -3.761967  3.047849  1.444765
O  -3.374616  2.372750  0.500859
N  -4.593467  4.021803  1.445451
N  -3.405436  2.875033  2.691086
H  -4.718852  4.393620  2.376112
H  -5.059873  4.381526  0.624985
H  -4.111202  2.895392  3.413283
H  -2.529637  2.441767  2.946766
C  -1.408226  -4.167445  -3.351771
O  -2.176805  -3.526684  -4.080291
N  -0.381417  -3.546673  -2.756807
N  -1.444058  -5.457415  -3.262316
H  0.446269  -4.090112  -2.557508
H  -0.360039  -2.540181  -2.675465
H  -2.215769  -5.851523  -3.781197
H  -0.930933  -5.906768  -2.517415
C  0.267042  2.645572  -3.385423
O  0.318857  3.119767  -4.479312
N  1.272987  2.144342  -2.736306
N  -0.808405  2.564218  -2.783218
H  2.225400  2.394859  -2.960443
H  0.964804  1.662055  -1.904123
H  -0.925686  2.027044  -1.935998
H  -1.642492  3.032138  -3.107934
C  4.213560  -0.318654  0.938266
O  4.629576  -1.402183  0.655164
N  4.157800  0.630295  0.003687
N  3.797403  0.013929  2.163414
H  4.481094  0.487912  -0.942509
H  3.682893  1.512308  0.132605
H  4.255337  -0.479581  2.916297
H  3.353310  0.921060  2.162215
C  -0.292668  -0.308285  -0.975820
O  -0.395329  -0.956859  -1.961155
N  0.852514  -0.134853  -0.394512
N  -1.314805  0.168368  -0.289601
H  1.603086  -0.681461  -0.791967
H  0.705735  -0.111438  0.604489
H  -2.177929  0.155872  -0.813965
H  -1.183899  0.920654  0.371491
C  0.684357  -1.105060  3.415385
O  -0.179844  -0.423409  2.964885
N  0.975417  -2.205231  2.879676
N  1.336915  -0.850261  4.510505
H  0.279895  -2.540891  2.228770
H  1.752327  -2.763724  3.203087
H  2.200579  -1.319418  4.743048
H  0.936194  -0.142026  5.108768

Cartesian forces (eV/Å) of the 3 atoms listed first:
1.6 -2.9 -2.4
0.3 0.4 -0.6
-3.7 3.9 -1.0

## Properties
**2S+1**: 2
**E_LUMO (alpha / beta)**: 0.08644 / 0.08366 Ha
**HOMO (alpha / beta)**: 0.3 / -6.8 eV
**Charge**: -1
**Kohn-Sham gap (alpha / beta)**: 2.04 / 9.09 eV


No. 3
Density functional theory data (ωB97M-V with the def2-TZVPD basis set) for a structure of composition C24H25ClIrN5O8PS.

Cartesian coordinates (Å):
Ir  -0.465950  -0.260514  -0.186080
O  4.067301  0.113259  3.827242
C  2.928924  0.209305  4.468895
O  2.852249  0.312497  5.665686
C  1.672860  0.185992  3.641059
C  0.390379  0.314306  4.170037
Cl  -0.083898  0.634650  5.756254
N  -0.495264  0.229376  3.147835
N  0.159497  0.056576  1.991435
C  1.456879  0.026951  2.257762
C  2.401648  -0.150195  1.087151
O  3.611925  -0.173774  1.298222
O  1.845012  -0.249198  -0.052692
C  -1.920180  0.259778  3.146007
C  -2.565547  1.046252  2.200246
C  -3.950699  1.055374  2.153493
C  -4.684863  0.297494  3.053518
C  -4.029905  -0.489376  3.990427
C  -2.645189  -0.519742  4.036986
H  3.957655  0.002066  2.839038
H  -1.990126  1.683899  1.537676
H  -4.454215  1.671175  1.419742
H  -5.765733  0.324115  3.026722
H  -4.595851  -1.095607  4.684597
H  -2.133102  -1.155771  4.744201
O  -0.565667  -0.263064  -2.559298
N  -1.710336  -0.369495  -3.163305
C  -1.772541  -0.038700  -4.472684
C  -2.937675  -0.164283  -5.179517
C  -4.085165  -0.640116  -4.538521
C  -4.017912  -0.949440  -3.202685
C  -2.822322  -0.787155  -2.488914
S  -2.761965  -1.068440  -0.802317
H  -0.844199  0.314081  -4.894431
H  -2.947757  0.097028  -6.227391
H  -5.012083  -0.754643  -5.082186
H  -4.880158  -1.310610  -2.661296
C  0.280839  4.364432  0.208747
O  -0.593373  3.230768  0.081607
P  -0.523657  2.057703  -1.010049
O  0.526521  2.606149  -2.073896
C  1.763291  1.942918  -2.407144
O  -1.931935  2.238197  -1.764685
C  -2.432424  3.551377  -2.076505
H  0.808771  4.289584  1.156819
H  -0.333084  5.262749  0.202883
H  0.995280  4.405089  -0.609624
H  2.566427  2.669196  -2.305388
H  1.708444  1.608526  -3.440834
H  1.953640  1.096997  -1.748349
H  -2.874625  3.999735  -1.188830
H  -3.191853  3.422831  -2.842842
H  -1.639350  4.194692  -2.456826
N  1.186706  -2.806688  -1.701968
C  0.616063  -3.342415  -0.594587
C  0.719347  -4.723140  -0.339293
C  0.142117  -5.249362  0.786581
C  -0.540734  -4.407854  1.667251
C  -0.613470  -3.076366  1.351693
N  -0.064867  -2.543071  0.246778
H  1.839303  -3.365269  -2.221000
H  1.311774  -1.811124  -1.743209
H  1.272189  -5.342586  -1.032788
H  0.222967  -6.308257  0.992126
H  -0.995574  -4.784754  2.570882
H  -1.145661  -2.384007  1.994236

Cartesian forces (eV/Å) of the 3 atoms listed first:
-0.7 -0.2 -0.4
0.3 0.0 -0.1
-0.2 0.0 0.1

## Properties
**2S+1**: 5
**E_LUMO (alpha / beta)**: -0.11069 / -0.21757 Ha
**HOMO (alpha / beta)**: -10.2 / -11.3 eV
**Charge**: +1
**Kohn-Sham gap (alpha / beta)**: 7.18 / 5.39 eV


No. 4
Density functional theory data (ωB97M-V with the def2-TZVPD basis set) for a structure of composition C6H8NO2S in a non-equilibrium geometry.

Cartesian coordinates (Å):
C  0.362196  -0.662429  -0.813794
C  -2.212915  -0.725544  0.530296
C  -0.959038  -0.079745  -0.938707
C  1.728158  -0.345470  1.324063
C  1.587318  -0.883306  -0.090826
C  -0.902145  1.353510  -1.274206
N  -0.120571  -0.870903  -1.950189
O  -2.220416  -1.914347  0.483189
O  -2.574972  0.207906  1.159328
S  -0.787829  2.492884  0.214052
H  2.448649  -0.982641  1.871656
H  0.779282  -0.389972  1.874933
H  2.223502  0.605265  1.257490
H  1.609204  -1.993932  0.062484
H  2.436543  -0.558149  -0.812162
H  -1.779650  1.715983  -1.795626
H  -0.120691  1.530630  -2.007312
H  -1.496617  1.500255  0.905328

Cartesian forces (eV/Å) of the 3 atoms listed first:
-1.3 0.7 -0.6
2.7 -0.7 -3.9
-0.5 -0.4 2.2

## Properties
**2S+1**: 1
**E_LUMO**: 0.12569 Ha
**HOMO**: -3.5 eV
**Charge**: -1
**Kohn-Sham gap**: 6.95 eV